Below is one molecule with the formula CH3N5 at a distorted geometry, with properties calculated with wB97M-V/def2-TZVPD.

Each line ends with the Mulliken charge.
Geometry (Å):
H 2.487322 0.327738 -0.051616  0.226
N 1.910192 -0.549630 0.024273  -0.529
C 0.693744 -0.294520 0.082568  0.355
N -0.131365 -1.494647 -0.026411  -0.077
N -1.367543 -1.200992 -0.098393  -0.214
N -1.460539 0.198802 -0.010105  -0.119
N -0.119837 0.768522 -0.014822  -0.223
H -2.032696 0.613838 0.777411  0.277
H 0.020723 1.630889 -0.682905  0.303

Forces on the atoms, in the same order (eV/Å):
-0.637 -1.062 0.315
2.650 1.872 0.015
-0.319 -2.357 -1.449
-2.624 -0.023 -0.178
3.064 1.364 1.514
-0.518 1.839 -0.263
-1.987 2.334 -0.492
0.719 -1.229 -1.196
-0.348 -2.738 1.734

Computed properties:
**Kohn-Sham gap**: 9.42 eV
**Calculated total energy**: -313.5748 a.u.
**Relative energy (zero: lowest compared OMol25 entry of this formula, charge and spin)**: 52.8 kcal/mol
**HOMO level**: -9.25 eV